(1)
DFT (ωB97M-V/def2-TZVPD) results for a cluster of 4 separate species, C16H20F12O8 in total.

XYZ file:
```
56
Properties=species:S:1:pos:R:3:lowdin_charge:R:1
C 10.86421 -9.02176 8.78055 -0.0633
C 10.35735 -9.95104 9.82703 -0.1651
O 9.14611 -9.39051 10.49758 -0.0189
C 9.31968 -8.40036 11.42953 -0.3594
O 10.34030 -7.98016 11.89199 0.1711
C 7.95287 -7.83750 11.90563 -0.5610
F 6.99136 -7.88468 10.96967 0.1432
F 7.57321 -8.62146 12.92989 0.1573
F 8.06291 -6.62115 12.36804 0.2011
H 11.57667 -9.42417 8.01003 0.0943
H 11.44538 -8.19116 9.29501 0.0971
H 10.04107 -8.49850 8.28611 0.0834
H 10.96991 -10.09559 10.66536 0.1043
H 9.93534 -10.88395 9.43076 0.1025
C 9.75462 -15.96475 4.14035 -0.0556
C 10.62832 -15.04584 4.89426 -0.2155
O 10.38264 -13.66338 4.73741 0.0462
C 9.41593 -12.98323 5.31832 -0.3847
O 8.50678 -13.31000 6.01170 0.1891
C 9.64417 -11.49767 4.95049 -0.5508
F 10.87954 -11.20553 5.33558 0.1687
F 9.45638 -11.15855 3.69683 0.2070
F 8.83831 -10.78315 5.77744 0.1313
H 9.84938 -16.98124 4.55817 0.0970
H 9.99832 -16.11074 3.10854 0.0693
H 8.72743 -15.59698 4.23663 0.0916
H 11.67992 -15.09871 4.68991 0.1290
H 10.51124 -15.30558 5.95484 0.1250
C 10.96909 -14.80219 12.41415 -0.0487
C 10.95932 -14.92507 10.89103 -0.1920
O 12.07907 -14.21576 10.26430 0.0668
C 12.42644 -14.56578 9.06967 -0.4386
O 11.92910 -15.41132 8.39143 0.1612
C 13.32300 -13.49905 8.41663 -0.5657
F 14.11173 -13.98209 7.50633 0.2064
F 12.37342 -12.71086 7.84644 0.1450
F 14.08436 -12.77649 9.23508 0.1756
H 10.04934 -15.40148 12.73922 0.1103
H 10.93893 -13.71384 12.68526 0.0981
H 11.81749 -15.37109 12.71334 0.0589
H 10.07153 -14.47849 10.52244 0.0806
H 10.83385 -15.94920 10.52453 0.1290
C 6.12714 -10.60348 9.76448 -0.0617
C 6.54309 -11.09709 8.41513 -0.1747
O 6.49202 -12.56882 8.42585 0.0453
C 7.59023 -13.17855 8.80593 -0.4595
O 8.65640 -12.80558 9.10602 0.1759
C 7.22127 -14.70142 8.82027 -0.4924
F 6.43376 -14.98673 9.86305 0.1632
F 6.54849 -15.12703 7.71292 0.1436
F 8.39834 -15.36051 8.94857 0.1348
H 5.03750 -10.77986 9.94847 0.0992
H 6.42747 -9.55269 9.77798 0.0581
H 6.73377 -11.12999 10.59046 0.1162
H 7.49477 -10.73014 8.13409 0.0926
H 5.86148 -10.77398 7.61119 0.1382
```

Multiplicity ... 1
Structure (SMILES) ... CCOC(=O)C(F)(F)F.CCOC(=O)C(F)(F)F.CCOC(=O)C(F)(F)F.CCOC(=O)C(F)(F)F
HOMO-LUMO gap ... 11.875 eV
Charge ... 0
Relative energy (zero: lowest compared OMol25 entry of this formula, charge and spin) ... 30.0 kcal/mol
Calculated total energy ... -2422.0208 Eh
HOMO energy ... -11.2 eV

***

(2)
DFT (ωB97M-V/def2-TZVPD) results for a structure of composition C33H32CsN4P2.

XYZ file:
```
72
Properties=species:S:1:pos:R:3:lowdin_charge:R:1
Cs -1.28084 -0.78582 -2.24450 0.8374
C 2.31738 0.07282 1.56821 -0.3298
C 2.77681 -0.86684 0.44942 -0.3377
P 2.23923 -0.37576 -1.26456 0.9892
C 3.75191 0.44473 -1.79903 -0.4256
C 3.67022 1.78648 -2.18949 -0.0915
C 4.78589 2.37066 -2.80465 -0.0719
C 5.94064 1.62384 -3.03868 -0.0711
C 6.02261 0.32012 -2.55926 -0.0717
C 4.94818 -0.25669 -1.89660 -0.1179
C 2.40838 -2.03874 -2.06082 -0.4047
C 1.78425 -3.16832 -1.46331 -0.1230
C 2.05120 -4.44610 -1.94428 -0.0731
C 2.90721 -4.60702 -3.04756 -0.0677
C 3.41336 -3.48768 -3.71054 -0.0553
C 3.15846 -2.20903 -3.20337 -0.1153
C 1.23272 -0.38760 2.52048 -0.3539
P -0.47512 -0.37472 1.74161 1.0362
C -1.26568 -1.58852 2.83574 -0.4090
C -2.20649 -2.48075 2.26531 -0.1012
C -2.89057 -3.33541 3.12235 -0.0832
C -2.69365 -3.29919 4.50850 -0.0682
C -1.72012 -2.45576 5.02161 -0.0890
C -1.01343 -1.58524 4.22616 -0.1084
C -1.06535 1.26941 2.36367 -0.3667
C -0.62340 2.40847 1.66776 -0.1037
C -0.95541 3.66348 2.15024 -0.0886
C -1.83415 3.80904 3.21384 -0.0829
C -2.30372 2.65820 3.82675 -0.0858
C -1.99632 1.38473 3.37967 -0.0927
H 1.97001 1.01007 1.10104 0.0722
H 3.20118 0.39483 2.16329 0.1204
H 2.34678 -1.81457 0.71760 0.0571
H 3.87251 -0.95156 0.44755 0.0879
H 2.69337 2.24003 -2.12043 0.0814
H 4.70567 3.41272 -3.08280 0.1019
H 6.80543 2.02963 -3.56709 0.1114
H 6.90936 -0.28286 -2.71660 0.1093
H 4.94708 -1.33402 -1.62185 0.1238
H 1.04181 -2.99422 -0.67533 0.0921
H 1.61646 -5.27546 -1.39745 0.1064
H 3.07288 -5.59010 -3.44154 0.0994
H 4.06320 -3.59340 -4.55705 0.1036
H 3.58146 -1.33921 -3.66498 0.0996
H 1.20215 0.20577 3.44307 0.0869
H 1.46969 -1.40308 2.86651 0.0900
H -2.45615 -2.36425 1.20783 0.0861
H -3.57634 -4.06174 2.68910 0.1044
H -3.29546 -3.87820 5.19983 0.1082
H -1.43095 -2.47973 6.07782 0.1154
H -0.39071 -0.80528 4.66753 0.1106
H -0.06080 2.23810 0.76360 0.0828
H -0.55654 4.56300 1.71289 0.1010
H -2.15539 4.79678 3.55439 0.1110
H -2.90015 2.69268 4.74539 0.1123
H -2.51910 0.51886 3.75006 0.1007
N -5.67073 1.38999 -1.45814 0.1057
C -6.28281 0.13097 -1.33264 -0.0755
C -5.31131 -0.77288 -1.60212 -0.1557
N -4.12356 -0.17243 -1.98157 -0.0396
C -4.37152 1.15658 -1.88404 -0.2673
C -3.40442 2.22616 -2.08283 -0.2715
N -2.10777 2.02046 -2.31335 -0.0351
C -1.51560 3.23920 -2.33351 -0.1430
C -2.46454 4.22953 -2.20855 -0.0660
N -3.67355 3.58816 -2.02631 0.1181
H -6.23351 2.24363 -1.35665 0.1659
H -7.31634 -0.07702 -1.05028 0.1231
H -5.39059 -1.86197 -1.55700 0.1124
H -0.46410 3.30907 -2.56349 0.1050
H -2.34711 5.30882 -2.22794 0.1207
H -4.56415 4.04416 -1.91868 0.1539
```

Multiplicity ... 1
HOMO-LUMO gap ... 8.314 eV
Charge ... +1
Relative energy (zero: lowest compared OMol25 entry of this formula, charge and spin) ... 7.8 kcal/mol
Calculated total energy ... -2198.4136 Eh
HOMO energy ... -10.5 eV